DFT (wB97M-V/def2-TZVPD) results for C18H26Cl5N2RuS3 as an isolated structure at a distorted geometry.

Atoms and positions in Å:
Ru -0.19626 -0.48425 0.41803
C -3.55698 -0.19356 -0.07940
C -3.07567 0.80216 0.96704
S -1.60149 0.37734 1.94311
C -2.13090 -0.88476 3.10177
C -2.52811 -2.19682 2.46754
S -1.27782 -2.70864 1.25365
C -2.29926 -3.39535 -0.07601
C -2.42937 -2.51603 -1.32199
S -2.16792 -0.74735 -1.11976
H -4.28010 0.30423 -0.72479
H -4.04961 -1.06241 0.34926
H -3.86961 1.03976 1.67808
H -2.78813 1.73916 0.48740
H -2.94496 -0.45449 3.68755
H -1.27378 -0.99920 3.76846
H -3.50557 -2.14451 1.99610
H -2.57379 -2.96966 3.23491
H -3.27042 -3.63829 0.35188
H -1.83579 -4.33880 -0.35958
H -3.40673 -2.63062 -1.79128
H -1.68807 -2.79878 -2.06871
Cl 1.38003 0.46376 3.45999
C 2.04182 -0.81177 2.49244
C 1.34390 -1.27324 1.38431
C 1.89615 -2.31551 0.65065
Cl 1.00711 -2.85589 -0.77880
C 3.10197 -2.91503 0.98050
Cl 3.72150 -4.19134 0.03221
C 3.78982 -2.43676 2.10035
Cl 5.27403 -3.14826 2.54009
C 3.26143 -1.38340 2.85790
Cl 4.10843 -0.81138 4.22554
C 2.24934 -0.02609 -2.18427
C 1.07552 0.89138 -2.48706
N 1.22052 2.17693 -1.79834
C 1.45836 3.34243 -2.68126
C 0.15664 3.93117 -3.19911
C 0.96113 2.33578 -0.51631
C 1.29910 3.65178 0.13178
N 0.40459 1.41390 0.28763
H 2.11166 -0.99215 -2.66560
H 2.38172 -0.18192 -1.11200
H 3.17650 0.40526 -2.56210
H 0.11232 0.44679 -2.23552
H 1.04060 1.10482 -3.55276
H 2.07598 2.98315 -3.50237
H 2.04910 4.08477 -2.15284
H -0.37910 3.22113 -3.83084
H 0.36531 4.81834 -3.79580
H -0.50014 4.22464 -2.37804
H 2.31525 3.95048 -0.11874
H 1.22765 3.56958 1.21346
H 0.62206 4.44071 -0.19800
H 0.40001 1.78678 1.22963

Cartesian forces (eV/Å) of the 3 atoms listed first:
-1.821 -1.567 -0.329
0.020 -0.033 0.056
-0.177 -0.085 0.048

Properties
Total charge   +2
⟨S²⟩   0.759
Frontier orbital gap (spin up / spin down)   0.2726 / 0.2380 Eh
Lowest unoccupied orbital energy (spin up / spin down)   -6.705 / -7.723 eV
2S+1   2